This record from the Open Molecules 2025 dataset describes 2 unconnected molecules or ions with the total composition C4H10ClPS2 at a distorted geometry. The level of theory is wB97M-V/def2-TZVPD.

Summary:
- ΔE to the lowest compared entry with this formula, charge and spin (kJ/mol) = 10.2
- energy (Eh) = -1756.20995
- HOMO (alpha / beta) (eV) = -6.747 / -8.730

Geometry as ORCA input:
```
! wB97M-V def2-TZVPD RIJCOSX def2/J DEFGRID3
* xyz 0 3
C 1.810 -3.247 0.025
C -0.404 2.762 -0.531
C 0.588 -2.410 -0.020
C -0.593 1.938 0.653
P 0.749 -0.696 -0.146
S 2.369 0.307 0.489
S -1.146 0.248 0.343
Cl -4.029 1.303 0.016
H 1.966 -3.830 0.923
H 1.590 -3.991 -0.789
H 2.795 -2.972 -0.171
H -1.182 3.002 -1.230
H -0.059 3.731 -0.048
H 0.469 2.479 -1.080
H -3.923 0.056 -0.547
H -0.289 -2.887 -0.302
H -1.214 2.417 1.402
H 0.503 1.789 1.012
*
```

Atomic partial charges in e from the Löwdin method, atoms 1 to 2:
1 C -0.19
2 C -0.21